The following is a DFT calculation (the ωB97M-V functional and the def2-TZVPD basis) of 2 unconnected molecules or ions with the total composition C21H47BN3O8PS2 in a non-equilibrium geometry.

Atoms and positions in Å:
C  3.153  1.910  1.365
P  2.012  0.274  5.042
C  1.007  -2.118  -4.377
C  -6.507  -0.191  -1.367
C  0.124  2.850  -2.452
H  -2.076  2.511  -2.993
C  2.498  5.621  1.711
H  -7.463  -0.446  -2.027
S  1.115  -1.399  0.661
H  -3.968  2.355  0.442
C  1.029  2.040  -1.351
H  2.163  2.345  -1.565
H  -0.680  -6.532  0.182
O  0.902  -1.832  5.540
H  3.336  7.162  0.714
H  -1.846  -1.380  5.460
H  -5.796  1.076  -3.163
C  -0.728  -6.764  -2.179
H  -0.402  -5.352  -4.518
H  2.007  1.913  1.697
H  1.533  4.392  2.989
H  2.263  0.657  -3.203
H  -4.048  0.041  -0.840
C  -5.727  1.126  -1.984
H  1.799  -2.788  -4.920
N  1.780  5.358  2.818
C  -1.919  2.299  -0.667
C  -4.137  0.996  -1.511
H  0.978  -2.236  -2.101
H  -1.052  -3.063  -5.020
O  3.615  0.932  4.876
H  -2.086  -7.623  -0.477
C  -0.945  -7.328  -0.643
H  -1.733  -7.032  -2.763
H  -1.741  4.148  -2.103
C  4.164  1.996  2.653
H  0.442  0.279  -3.527
O  -1.636  -2.011  6.216
H  3.337  2.895  0.720
C  4.215  0.627  3.568
H  -5.793  -1.145  -1.432
H  -3.505  0.830  -2.508
H  0.642  2.062  5.088
S  3.493  0.469  0.198
H  3.782  -0.319  3.031
H  5.271  2.325  2.383
H  0.283  -4.875  -1.372
H  0.524  -1.082  8.245
H  5.367  0.391  3.774
O  0.175  -1.991  7.999
O  2.849  4.751  0.930
C  -1.467  2.988  -2.084
O  1.045  1.521  5.856
H  2.517  7.652  2.168
O  1.264  -0.020  3.678
H  -6.791  0.021  -0.237
N  2.797  6.921  1.535
B  -0.179  -1.926  6.566
H  -1.498  1.213  -0.504
H  3.734  2.849  3.369
H  -0.246  -8.266  -0.419
H  0.835  2.363  -0.228
C  1.741  -0.102  -0.305
C  -0.341  -3.059  -4.080
H  -3.944  3.268  -1.257
H  -1.544  -4.632  -2.037
H  0.559  3.961  -2.488
H  1.482  6.061  3.474
H  1.222  -4.811  -3.728
C  1.345  0.019  -2.792
C  0.058  -4.609  -3.719
C  -0.480  -5.113  -2.231
N  0.936  0.531  -1.429
C  -3.592  2.295  -0.669
H  0.695  -1.233  -5.079
H  -0.955  -2.644  -3.148
H  -1.582  3.055  0.192
O  1.932  -1.176  6.007
C  1.570  -1.602  -2.889
H  0.194  2.447  -3.549
H  -6.242  2.104  -1.576
H  2.737  -1.841  -2.902
H  0.129  -7.361  -2.735

Summary:
HOMO-LUMO gap: 7.47 eV


The following is a DFT calculation (the ωB97M-V functional and the def2-TZVPD basis) of 5 unconnected molecules or ions with the total composition C21H47Br8N6O3Si in a non-equilibrium geometry.

Atoms and positions in Å:
H  -3.446  0.211  1.573
C  0.804  4.176  -3.565
H  -1.917  5.107  0.954
H  3.851  -3.349  4.842
H  -0.290  2.827  -4.854
H  -5.150  -5.955  -4.994
H  0.301  -3.173  0.352
N  0.329  1.293  3.065
C  -4.213  -6.507  -5.023
H  -3.478  -5.942  -5.588
Br  -0.855  4.810  -2.779
O  2.493  0.589  3.700
C  2.774  -0.803  3.317
N  4.664  0.093  0.447
Br  2.022  7.990  -1.553
O  0.985  -2.075  4.395
H  -4.942  -8.540  -4.897
H  -2.129  2.525  -0.097
H  3.550  -3.134  3.109
Br  2.006  5.481  1.159
N  1.688  1.261  2.863
H  1.095  4.930  -4.292
Br  0.980  -3.039  -2.445
H  -3.347  2.226  2.814
C  3.089  -3.129  4.100
C  3.333  2.087  1.176
C  -1.112  -0.587  -0.627
C  -4.420  -7.886  -5.587
H  -3.394  -2.897  1.689
C  -2.057  3.103  0.826
H  -1.027  -4.470  -2.111
C  -0.181  2.044  2.027
H  2.691  -1.414  5.365
H  4.055  1.922  1.974
H  5.283  -0.083  -0.334
H  0.251  7.636  0.160
H  3.462  3.093  0.783
H  -0.090  0.821  3.843
Br  -2.729  -8.746  -6.008
C  -0.318  -4.408  -2.931
H  2.688  0.512  -0.189
H  1.532  4.145  -2.761
Br  -3.586  -6.569  -3.180
H  -3.848  -1.920  0.300
N  -1.344  4.333  0.642
H  0.804  -2.104  1.650
H  -4.968  -7.830  -6.525
H  -1.544  -4.975  -4.574
O  -1.590  -0.524  2.238
H  1.470  2.598  -4.853
C  2.112  7.426  1.249
H  1.140  9.152  0.436
C  3.613  1.049  0.048
Si  -1.478  -1.563  0.917
H  3.855  -0.836  3.168
C  2.384  -1.795  4.385
C  -0.992  -4.102  -4.237
H  -0.271  -3.448  2.007
H  3.154  7.697  1.122
H  3.920  1.577  -0.853
H  0.242  -5.338  -2.996
H  -2.880  -3.393  0.052
H  -0.295  -3.785  -5.006
H  -1.210  4.480  -0.349
C  -2.426  1.641  2.825
H  -1.051  -1.312  -1.433
H  -1.909  0.129  -0.838
H  2.337  -3.917  4.089
H  -2.053  1.671  3.853
H  -3.344  -0.235  3.281
C  -0.039  -2.683  1.265
C  1.958  1.966  1.729
N  0.826  2.471  1.224
Br  -2.302  -2.675  -4.045
H  4.248  -0.808  0.648
H  -0.154  -0.064  -0.541
H  -3.077  3.289  1.166
H  2.276  -1.019  2.371
C  -3.052  -2.542  0.713
Br  0.417  1.399  -2.956
C  1.236  8.090  0.222
N  -1.489  2.261  1.896
C  0.605  2.845  -4.242
H  1.788  7.685  2.254
C  -2.786  0.205  2.447
H  0.471  -1.279  4.537

Summary:
HOMO-LUMO gap: 9.74 eV
total charge: +1


The following is a DFT calculation (the ωB97M-V functional and the def2-TZVPD basis) of 6 unconnected molecules or ions with the total composition C21H47ClN9O6.

Atoms and positions in Å:
H  2.920  4.133  -1.661
C  -0.544  -8.888  4.656
C  -1.729  -8.292  2.531
H  -9.381  3.689  4.778
C  -4.343  2.827  0.424
H  2.888  -6.502  2.543
H  4.556  -7.013  2.843
H  -0.604  -8.275  5.556
C  2.841  6.555  -3.683
O  -7.645  1.938  1.344
H  3.766  -3.800  -2.053
C  5.210  6.443  -4.071
C  0.771  -2.763  -3.337
N  -8.456  3.358  2.922
H  0.104  -6.513  2.352
H  3.585  -7.845  1.617
C  1.812  -2.403  -1.205
H  0.620  -1.701  -3.535
N  -3.997  2.332  -0.759
H  1.119  4.003  0.538
H  -4.464  1.684  -1.374
H  -2.285  2.686  -1.919
H  -9.800  4.859  3.514
H  -7.261  4.785  3.848
H  0.412  -9.412  4.671
H  -9.575  1.933  1.976
N  -3.442  3.655  0.901
H  1.967  7.221  -3.591
H  0.765  1.458  -0.842
C  3.795  -6.879  2.072
N  -1.335  4.376  0.054
O  2.756  5.341  -3.577
H  4.403  8.947  -5.031
H  1.936  0.662  0.203
C  4.413  -6.312  -0.230
H  4.695  9.083  -3.288
C  -8.563  2.359  2.034
N  1.880  -2.959  -2.422
H  -6.416  3.285  3.418
N  3.984  7.213  -3.925
H  4.015  -3.875  0.912
C  1.835  1.270  -0.692
H  4.455  -4.492  2.517
N  -0.651  -8.057  3.467
C  3.028  -3.744  -2.848
H  0.990  -3.276  -4.270
H  2.723  -4.759  -3.101
H  1.581  3.148  -2.181
C  -9.586  3.808  3.713
N  -2.780  2.876  -1.064
H  -1.678  -9.305  2.126
C  0.266  -7.091  3.279
H  6.034  7.125  -4.263
O  0.877  -1.729  -0.797
H  -0.523  5.132  -1.732
H  2.203  0.678  -1.534
C  -0.310  4.349  -1.002
H  -1.354  -9.612  4.655
H  -0.403  3.374  -1.484
H  4.136  -7.362  -0.420
H  -0.152  -3.159  -2.913
H  3.038  9.070  -3.911
C  -7.168  4.006  3.096
H  -2.699  -8.162  3.016
O  1.188  -6.863  4.041
H  5.121  5.739  -4.899
C  -2.462  3.678  -0.022
H  1.466  5.450  -0.424
H  5.671  -4.396  1.222
C  4.036  8.657  -4.046
H  -5.281  2.554  0.902
O  4.811  -5.576  -1.119
Cl  -1.107  5.343  1.417
H  -10.464  3.219  3.460
C  4.624  -4.603  1.449
H  5.414  5.873  -3.165
C  2.087  3.543  -1.293
H  -6.835  4.454  2.158
H  3.485  -3.285  -3.727
H  2.701  -2.610  -0.587
H  -1.655  -7.585  1.707
C  1.123  4.419  -0.470
N  4.274  -5.956  1.056
O  2.571  2.464  -0.521

Summary:
HOMO-LUMO gap: 8.08 eV
total charge: +1


The following is a DFT calculation (the ωB97M-V functional and the def2-TZVPD basis) of a gas-phase ion, C21H47NO4P (charge +1) in a non-equilibrium geometry.

Atoms and positions in Å:
H  2.656  -0.586  -2.200
H  -6.449  -1.050  1.744
C  1.062  -2.315  2.865
H  1.082  3.220  -2.239
C  2.880  -1.527  1.417
H  -6.209  -2.624  -0.863
C  2.831  -0.977  3.797
H  2.744  -2.370  0.736
H  0.848  -2.800  3.816
H  3.934  -1.243  1.442
H  0.461  -1.413  2.785
H  -2.724  1.926  1.530
H  -5.563  -0.233  -1.184
C  -4.909  -0.935  -0.663
C  3.267  -3.222  3.057
C  -2.170  1.471  0.706
H  -1.534  0.687  1.130
H  -3.492  -0.893  0.956
H  -1.811  -1.300  -0.187
H  0.214  4.641  -0.368
H  3.626  3.077  -2.437
H  -0.637  3.428  1.863
H  -0.859  2.099  -0.867
H  2.613  -0.051  -0.082
H  -3.759  1.640  -0.731
H  -4.239  -1.375  -1.408
N  2.498  -1.991  2.783
H  0.742  0.826  -3.253
H  2.281  2.485  -4.330
C  -6.860  -1.538  0.863
H  0.412  2.132  1.300
O  -1.211  -2.005  0.079
H  -7.489  -0.825  0.335
P  0.260  -1.862  -0.422
C  -5.755  -2.052  -0.051
C  2.671  1.665  -3.724
C  -4.076  -0.177  0.370
C  1.711  2.631  -1.569
C  1.023  -1.762  -2.914
H  -1.896  3.380  -0.251
O  1.096  -3.054  -0.258
H  3.895  -0.745  3.767
C  -0.170  2.998  0.974
H  0.407  -1.864  -3.810
H  2.654  4.304  -0.621
H  -2.591  0.384  -1.105
H  2.070  0.510  1.505
H  2.584  -1.350  4.790
H  0.783  -2.982  2.049
H  -4.739  0.344  1.062
C  2.972  2.210  -2.324
C  2.017  3.467  -0.328
C  2.163  -0.781  -3.155
H  -7.485  -2.362  1.197
H  3.527  1.471  -1.740
H  1.403  -2.743  -2.619
C  1.653  0.524  -3.768
H  1.157  1.740  -1.272
H  3.054  -3.580  4.063
H  1.390  0.335  -4.810
H  2.266  -0.064  3.625
C  -1.284  2.524  0.041
O  0.742  -0.633  0.544
H  2.582  2.867  0.391
H  4.335  -3.031  2.973
H  2.990  -3.996  2.344
C  0.771  4.040  0.353
H  2.892  -1.247  -3.818
O  0.145  -1.284  -1.890
H  1.111  4.716  1.141
H  -5.106  -2.731  0.507
H  3.603  1.332  -4.184
C  -3.151  0.850  -0.286
C  2.088  -0.354  0.832

Summary:
HOMO-LUMO gap: 10.27 eV
total charge: +1
energy relative to the best compared isomer or geometry (same formula, charge and spin): 17.9 kJ/mol


Q: Number 3 is which compound?
A: C21H47ClN9O6